The following is a DFT calculation (ωB97M-V/def2-TZVPD) of a cluster of 2 separate species, C6H12N2 in total at a distorted geometry.

- Spin multiplicity: 2
- Highest occupied orbital energy (alpha / beta): -14.4 / -14.4 eV
- Total charge: +1

The geometry in XYZ format:
```
20
Properties=species:S:1:pos:R:3:forces:R:3:lowdin_spin:R:1
C -2.2578 -0.7982 -1.2691 -1.3 -1.8 -1.3 0.069
C -0.4716 1.8266 0.1410 0.3 0.5 0.5 0.172
C -1.6494 0.1085 -0.3435 2.2 1.5 -2.7 0.293
C -1.4125 0.0835 1.0409 -0.9 -0.1 1.8 0.281
N -0.9340 1.2149 -0.8886 -1.3 -1.2 0.9 -0.018
N -0.7512 1.1824 1.3692 -0.4 0.1 -0.8 0.113
H 0.1041 2.7335 0.1353 0.1 0.2 -0.1 0.005
H -0.7553 1.6270 2.2798 0.4 -0.3 0.0 0.001
H -1.7915 -0.5928 1.7937 0.0 -0.1 -0.1 0.007
H -2.5381 -1.7788 -0.8875 -0.1 0.2 0.5 0.001
H -1.7215 -1.0278 -2.2024 0.9 0.4 0.5 0.021
H -3.1413 -0.4270 -1.8253 -0.1 0.5 0.8 0.030
C 1.9796 -1.0806 0.5584 -2.8 -1.3 -1.0 0.009
C 2.3663 0.0466 -0.3429 2.2 1.7 0.1 0.007
H 0.8913 -1.0572 0.7727 0.2 0.5 0.6 0.004
H 1.8732 -2.0041 -0.0347 1.0 0.1 0.0 0.000
H 2.5039 -1.3281 1.4702 0.4 0.5 0.0 0.000
H 3.4578 -0.0122 -0.4822 -0.3 -0.2 -0.5 0.002
H 2.3514 1.0865 0.0263 -0.5 -0.3 0.8 0.002
H 1.8966 0.1972 -1.3111 -0.2 -1.0 -0.1 0.000
```
Forces are in eV/Å.